DFT (the ωB97M-V functional and the def2-TZVPD basis) results for C6H12O in the gas phase at a distorted geometry.

Structure (XYZ):
```
19
Properties=species:S:1:pos:R:3:forces:R:3
C -1.979 -0.991 0.094 1.00 0.17 -0.53
C -1.431 0.740 0.040 -0.12 -3.37 -0.41
C -0.699 1.084 -1.211 -0.29 -0.21 -0.12
C 0.058 0.925 0.093 -0.13 -0.19 0.27
C 0.919 -0.300 0.321 0.07 0.06 -0.29
C 2.379 -0.086 -0.032 0.06 0.03 -0.02
O 0.854 -0.696 1.689 -0.17 0.14 0.21
H -1.895 -1.319 -0.931 0.18 -0.50 -0.15
H -3.033 -1.198 0.422 0.80 0.90 -0.23
H -1.326 -1.505 0.793 0.07 -0.22 -0.24
H -2.353 0.511 0.509 -1.14 3.42 1.15
H -0.621 0.250 -1.905 0.19 0.15 -0.08
H -0.718 2.056 -1.709 -0.24 -0.17 0.40
H 0.497 1.831 0.527 -0.40 -0.16 -0.02
H 0.524 -1.114 -0.306 0.07 0.10 0.11
H 2.491 0.135 -1.099 -0.02 -0.02 0.14
H 2.951 -0.989 0.202 -0.07 0.13 -0.05
H 2.795 0.742 0.550 -0.05 -0.09 -0.08
H 0.095 -0.246 2.085 0.20 -0.16 -0.07
```
Forces are in eV/Å.

Summary:
- highest occupied orbital energy (eV) = -9.16
- LUMO level (eV) = 1.0
- Kohn-Sham gap (eV) = 10.2012
- energy relative to the best compared isomer or geometry (same formula, charge and spin) (kcal/mol) = 93.7